1.
Here is an isolated molecule of C3H3N3O from the Open Molecules 2025 dataset. Energies are from wB97M-V/def2-TZVPD.

energy above the lowest of the compared OMol25 structures with the same formula, charge and spin: 101.4 kcal/mol
net charge: 0
spin multiplicity: 1
DFT total energy: -9673.05601 eV

The geometry in XYZ format:
```
10
Properties=species:S:1:pos:R:3:nbo_charge:R:1
O 3.059 -1.212 1.264 -0.4913
C 2.139 -1.162 0.497 0.5090
N 0.789 -0.872 0.892 -0.2567
C -2.074 1.678 -1.387 0.0807
N -1.631 0.893 -0.588 -0.2538
C -1.107 0.001 0.177 0.0297
N 0.214 -0.311 -0.075 -0.1443
H 2.234 -1.358 -0.582 0.1081
H -1.970 2.749 -1.218 0.2076
H -1.652 -0.406 1.021 0.2110
```

***

2.
Here is a structure of composition C21H23IN5O2S4SbW from the Open Molecules 2025 dataset. Energies are from wB97M-V/def2-TZVPD.

energy above the lowest of the compared OMol25 structures with the same formula, charge and spin: 35.9 kcal/mol
net charge: -2
spin multiplicity: 1
DFT total energy: -93501.13880 eV

The geometry in XYZ format:
```
58
Properties=species:S:1:pos:R:3:nbo_charge:R:1
W 0.532 0.217 0.823 1.4566
C -0.555 -2.418 4.303 -0.2385
C -1.328 -3.413 3.736 -0.1636
C -1.530 -3.407 2.367 -0.2541
C -0.962 -2.402 1.599 0.2777
N -0.217 -1.438 2.162 -0.4531
C -0.019 -1.442 3.481 0.1038
C -1.110 -2.329 0.136 0.1837
C -1.843 -3.239 -0.612 -0.1869
C -1.928 -3.083 -1.984 -0.1793
C -1.272 -2.024 -2.584 -0.2451
C -0.550 -1.159 -1.779 0.0765
N -0.469 -1.316 -0.462 -0.4168
H -0.363 -2.358 5.365 0.2382
H -1.774 -4.188 4.348 0.2048
H -2.133 -4.173 1.902 0.2040
H 0.582 -0.649 3.904 0.2839
H -2.357 -4.054 -0.124 0.2029
H -2.509 -3.779 -2.576 0.2064
H -1.320 -1.851 -3.649 0.2189
H -0.023 -0.297 -2.168 0.2510
S 2.399 4.140 4.046 -0.8625
Sb 1.598 2.021 3.944 1.4018
S 2.555 0.578 2.313 -0.5815
S -0.356 1.750 2.594 -0.4942
S 1.337 0.864 5.909 -0.9424
C -0.665 3.700 -1.932 -0.5967
C -1.809 2.707 -1.709 -0.1064
C -2.077 1.942 -3.012 -0.5981
C -3.059 3.502 -1.315 -0.6014
C -1.364 1.714 -0.645 0.2672
N -0.061 1.412 -0.460 -0.7509
H -0.963 4.437 -2.685 0.1804
H 0.241 3.195 -2.261 0.2339
H -0.422 4.221 -1.005 0.2265
H -2.378 2.634 -3.807 0.1884
H -2.875 1.209 -2.867 0.2146
H -1.171 1.426 -3.340 0.1983
H -3.221 4.291 -2.058 0.1779
H -2.916 3.974 -0.341 0.2166
H -3.939 2.870 -1.253 0.2373
C 1.931 -1.636 0.495 -0.6568
H 1.432 -2.605 0.386 0.1614
H 2.664 -1.700 1.297 0.2247
I 2.839 3.245 -0.309 0.1190
C 3.240 1.225 -0.797 0.2015
C 4.503 0.952 -1.249 -0.5106
C 4.886 -0.438 -1.270 -0.1883
C 4.002 -1.411 -1.020 -0.2655
C 2.552 -1.090 -0.777 -0.0855
N 2.274 0.346 -0.568 -0.6575
H 5.218 1.742 -1.409 0.2109
H 5.930 -0.686 -1.438 0.1848
H 4.297 -2.455 -0.961 0.1819
H 1.959 -1.449 -1.642 0.1364
O -3.493 0.962 -0.086 -0.5935
N -2.236 1.012 0.063 0.3410
O -1.701 0.200 0.977 -0.5837
```

***

3.
Here is a structure of composition C4H4N2O2 in a non-equilibrium geometry from the Open Molecules 2025 dataset. Energies are from wB97M-V/def2-TZVPD.

energy above the lowest of the compared OMol25 structures with the same formula, charge and spin: 173.1 kcal/mol
net charge: 0
spin multiplicity: 1
DFT total energy: -11281.03279 eV

The geometry in XYZ format:
```
12
Properties=species:S:1:pos:R:3:nbo_charge:R:1
C 1.285 0.105 0.593 -0.0254
C 1.070 -0.876 -0.301 0.0789
C -1.342 -1.027 -0.895 0.3728
C -0.362 1.636 0.435 0.3899
H 2.395 0.204 1.152 0.2468
H 1.881 -1.603 -0.299 0.2098
H -1.985 -1.939 -1.052 0.1966
H -0.033 2.812 1.101 0.1910
N -1.853 0.086 -0.595 -0.2937
N -1.257 1.427 -0.375 -0.3142
O 0.144 0.738 1.374 -0.5416
O 0.056 -1.563 -1.138 -0.5108
```

***

4.
Here is an isolated molecule of C3H5BrO2S in a non-equilibrium geometry from the Open Molecules 2025 dataset. Energies are from wB97M-V/def2-TZVPD.

SMILES string: C/C=C/S(=O)(=O)Br
energy above the lowest of the compared OMol25 structures with the same formula, charge and spin: 10.3 kcal/mol
net charge: 0
spin multiplicity: 1
DFT total energy: -88162.76304 eV

The geometry in XYZ format:
```
12
Properties=species:S:1:pos:R:3:nbo_charge:R:1
C -1.523 0.770 -1.202 -0.6533
C -0.420 0.411 -0.159 -0.0624
C 0.536 -0.529 -0.257 -0.5160
S 1.619 -0.542 1.152 1.9898
O 1.813 0.785 1.672 -0.8828
O 2.794 -1.422 0.962 -0.8933
Br 0.406 -1.771 2.453 -0.1589
H -1.685 1.783 -1.134 0.2275
H -1.424 0.489 -2.274 0.2301
H -2.472 0.461 -0.919 0.2335
H -0.424 0.916 0.716 0.2134
H 0.781 -1.352 -1.011 0.2725
```

***

5.
Here is a structure of composition C5H7N from the Open Molecules 2025 dataset. Energies are from wB97M-V/def2-TZVPD.

energy above the lowest of the compared OMol25 structures with the same formula, charge and spin: 124.3 kcal/mol
net charge: 0
spin multiplicity: 1
DFT total energy: -6783.12315 eV

The geometry in XYZ format:
```
13
Properties=species:S:1:pos:R:3:nbo_charge:R:1
C 1.013 -0.128 -0.894 -0.6025
C 0.405 -1.432 -1.182 -0.0043
C -1.644 0.405 0.578 0.1147
C -0.417 -0.046 1.309 -0.4970
C 0.250 0.697 0.123 -0.0673
N -1.109 1.038 -0.402 -0.3851
H 1.324 0.496 -1.747 0.2177
H 1.954 -0.525 -0.441 0.2840
H 0.738 -1.663 -2.211 0.0947
H -2.712 0.278 0.758 0.1838
H -0.261 -1.127 1.343 0.2444
H -0.263 0.404 2.294 0.2195
H 0.818 1.592 0.391 0.1974
```

***

6.
Here is a cluster of 2 separate species, C12H23NO6P in total in a non-equilibrium geometry from the Open Molecules 2025 dataset. Energies are from wB97M-V/def2-TZVPD.

net charge: +1
spin multiplicity: 1
DFT total energy: -35871.56492 eV

The geometry in XYZ format:
```
43
Properties=species:S:1:pos:R:3:nbo_charge:R:1
C 4.758 -1.190 1.520 -0.7410
C 4.623 -0.031 0.430 0.7693
O 5.280 -0.166 -0.639 -0.5138
O 3.797 1.134 0.540 -0.5060
C 2.596 0.746 1.248 -0.0784
C 1.350 1.749 0.996 -0.4888
C 0.170 1.223 1.974 0.5170
N 0.353 0.455 3.041 -0.4855
C -0.959 0.191 3.732 -0.2639
C -2.143 0.405 2.658 -0.5479
P -2.361 -1.344 1.944 1.0390
C -4.238 -1.509 1.580 -0.9628
O -1.475 -1.484 0.471 -0.9513
C -1.404 1.541 1.784 -0.4940
H 4.093 -2.062 1.148 0.2544
H 4.324 -0.904 2.554 0.2104
H 5.823 -1.562 1.684 0.2842
H 2.834 0.830 2.380 0.1673
H 2.215 -0.306 1.017 0.2005
H 1.010 1.794 -0.094 0.2773
H 1.661 2.803 1.340 0.2811
H 1.197 0.036 3.451 0.4620
H -1.103 -0.819 4.262 0.2770
H -1.059 1.144 4.382 0.2264
H -3.100 0.850 3.092 0.2843
H -4.418 -2.523 1.056 0.2716
H -4.764 -1.492 2.609 0.2543
H -4.597 -0.626 0.923 0.2339
H -1.460 -0.644 -0.040 0.4803
H -1.728 1.366 0.697 0.2559
H -1.658 2.631 2.075 0.2866
C -2.893 -0.165 -5.502 -0.2585
O -1.488 -0.385 -5.617 -0.4822
C -0.803 -0.185 -4.482 0.9887
O -1.272 0.151 -3.419 -0.6711
O 0.495 -0.425 -4.732 -0.4836
C 1.351 -0.252 -3.606 -0.2565
H -3.342 -0.355 -6.477 0.2065
H -3.333 -0.855 -4.779 0.1903
H -3.100 0.871 -5.222 0.1915
H 1.082 -0.946 -2.806 0.1817
H 1.316 0.781 -3.250 0.1823
H 2.371 -0.472 -3.925 0.2114
```

***

Q: Look up the net charge of the first one.
A: 0